Here is a 13-piece molecular cluster, C65H166N10O21 overall at a distorted geometry from the OMol25 dataset. Energies are from the ωB97M-V functional and the def2-TZVPD basis.

XYZ file:
```
262
Properties=species:S:1:pos:R:3:forces:R:3:lowdin_charge:R:1
C -1.540 7.960 -0.519 0.819 -0.794 -0.453 -0.037
C -0.064 7.805 -0.927 -0.147 0.818 -1.668 -0.514
C 0.785 9.070 -0.949 0.113 1.136 0.578 -0.059
O 0.592 6.774 -0.252 0.425 -0.306 1.510 -0.043
H -1.932 6.955 -0.679 -0.368 -0.016 0.284 0.073
H -2.060 8.601 -1.231 0.082 0.212 0.181 0.078
H -1.718 8.255 0.515 0.178 0.131 -0.077 0.080
H -0.039 7.417 -1.945 -0.633 0.439 -0.615 0.124
H 0.815 9.591 0.008 -0.279 -0.148 0.381 0.079
H 0.481 9.849 -1.648 -0.514 -0.277 -0.213 0.080
H 1.842 8.949 -1.183 0.098 -0.728 -0.201 0.068
H 1.496 7.094 -0.204 0.312 -0.514 0.318 0.068
C 2.610 -0.317 -7.770 0.107 -1.686 0.293 -0.052
C 3.608 -1.221 -6.946 -1.738 1.195 1.542 -0.436
C 3.416 -0.934 -5.416 0.229 0.122 -0.154 -0.069
O 3.289 -2.600 -7.039 0.025 -0.200 -0.825 -0.064
H 2.696 0.752 -7.575 0.255 -0.130 -0.110 0.071
H 1.604 -0.651 -7.514 -0.120 0.192 0.456 0.071
H 2.633 -0.573 -8.829 0.541 0.372 -0.150 0.066
H 4.635 -1.063 -7.277 0.054 0.041 0.120 0.126
H 4.008 -1.641 -4.835 0.891 0.446 0.025 0.071
H 2.443 -1.209 -5.008 -0.720 0.060 -0.853 0.077
H 3.521 0.100 -5.087 0.566 -0.046 -0.091 0.073
H 3.055 -2.858 -6.144 -0.088 -0.377 -0.215 0.065
C 7.635 -3.015 -0.267 0.481 -0.087 -0.198 -0.051
C 7.973 -1.526 -0.512 -0.256 -0.204 1.035 -0.492
C 8.344 -1.282 -1.939 -0.307 -0.290 -1.173 -0.072
O 6.837 -0.702 -0.251 -0.348 0.181 -0.188 -0.063
H 7.625 -3.420 0.745 0.143 0.709 0.394 0.072
H 8.384 -3.624 -0.773 -0.112 -0.111 -0.240 0.074
H 6.645 -3.256 -0.653 0.042 0.141 -0.422 0.077
H 8.761 -1.148 0.139 0.321 -0.403 0.210 0.129
H 8.437 -0.232 -2.213 -0.096 0.056 0.334 0.082
H 7.525 -1.707 -2.519 -0.108 0.144 -0.334 0.080
H 9.239 -1.786 -2.303 0.154 -0.107 0.452 0.081
H 6.339 -1.066 0.485 0.011 -0.024 0.118 0.081
C 1.449 -4.534 12.429 0.581 2.638 0.369 -0.060
C 2.228 -5.290 11.413 -1.588 -1.390 -1.075 -0.495
C 3.465 -4.727 10.792 1.084 2.967 0.404 -0.209
O 3.267 -3.376 10.288 0.916 0.776 0.128 -0.206
C 4.524 -2.639 9.971 -0.792 -2.191 0.968 -0.060
N 2.560 -6.537 12.056 0.780 -0.816 -0.591 0.033
H 1.183 -3.565 12.008 -0.620 -0.025 0.036 0.078
H 2.124 -4.223 13.226 0.542 -0.031 0.189 0.079
H 0.644 -4.978 13.014 -0.172 -0.550 -0.965 0.088
H 1.674 -5.540 10.509 -1.064 -0.100 0.274 0.140
H 3.875 -5.286 9.951 -0.211 -0.660 0.126 0.127
H 4.171 -4.745 11.623 0.790 0.399 -0.032 0.121
H 5.109 -2.477 10.876 -0.239 0.234 0.337 0.075
H 4.362 -1.683 9.473 -0.459 -0.425 -0.080 0.082
H 5.136 -3.347 9.412 0.109 0.343 -0.647 0.073
H 3.290 -6.877 11.447 0.258 -1.146 0.106 0.063
H 3.054 -6.308 12.907 0.070 -0.020 0.439 0.070
C -3.254 -3.346 -3.368 0.152 0.078 -1.945 -0.081
C -4.066 -2.133 -2.983 -1.794 -0.159 1.312 -0.421
C -5.491 -2.087 -3.656 -0.401 0.677 0.495 -0.165
O -6.365 -1.165 -2.975 -0.198 0.538 0.195 -0.218
C -7.493 -0.601 -3.681 0.764 -0.010 0.169 -0.093
N -4.165 -2.257 -1.528 -0.602 0.008 0.269 0.023
H -2.979 -3.185 -4.410 0.547 -0.250 -0.185 0.074
H -3.793 -4.294 -3.383 -0.451 0.229 0.379 0.079
H -2.357 -3.525 -2.776 -0.017 0.446 0.039 0.074
H -3.666 -1.161 -3.275 0.743 -0.069 -0.155 0.128
H -6.026 -3.037 -3.647 0.399 -0.382 -0.287 0.123
H -5.368 -1.659 -4.650 0.158 -0.567 -0.439 0.115
H -7.226 -0.047 -4.581 0.546 -0.053 -0.192 0.071
H -7.942 0.146 -3.026 0.081 -0.253 0.223 0.085
H -8.266 -1.302 -3.994 0.113 -0.497 0.280 0.079
H -3.247 -2.210 -1.109 -0.013 0.083 0.031 0.062
H -4.777 -1.591 -1.079 -0.006 0.206 -0.182 0.063
C 2.209 -1.707 3.596 0.512 -0.364 -0.231 -0.097
O 2.702 -1.778 2.246 0.201 0.506 0.174 -0.180
C 1.767 -2.168 1.230 -0.823 -0.858 2.118 -0.246
C 2.212 -1.918 -0.155 0.742 1.244 -0.995 -0.201
N 2.286 -0.486 -0.437 1.725 -0.433 -0.320 -0.059
C 1.164 0.334 -0.166 -1.133 0.116 -0.869 -0.228
C 1.073 1.680 -0.864 0.841 -0.106 0.186 -0.227
O 0.871 1.480 -2.235 -0.199 -0.722 -1.050 -0.177
C 0.989 2.632 -3.011 1.202 1.477 0.314 -0.123
H 2.695 -0.961 4.224 0.203 0.860 -0.854 0.074
H 2.536 -2.571 4.176 -0.633 -0.794 -0.342 0.077
H 1.136 -1.523 3.655 -0.086 -0.259 -0.094 0.081
H 0.819 -1.692 1.480 -0.202 0.337 -0.355 0.104
H 1.532 -3.229 1.324 0.179 -0.434 0.092 0.120
H 1.609 -2.459 -0.883 -1.098 0.058 0.128 0.112
H 3.135 -2.457 -0.370 0.677 0.635 0.421 0.120
H 3.072 -0.114 -0.950 -0.287 -0.209 0.158 0.122
H 1.026 0.498 0.902 -0.326 -0.021 0.161 0.118
H 0.322 -0.162 -0.650 -0.811 -0.377 0.716 0.123
H 2.010 2.211 -0.693 0.183 0.439 0.003 0.120
H 0.235 2.279 -0.509 0.031 -0.037 0.596 0.130
H 0.153 2.919 -3.650 -0.300 -0.569 0.192 0.088
H 1.903 2.669 -3.603 0.083 -0.823 -0.569 0.077
H 1.232 3.488 -2.381 -0.625 0.343 0.406 0.073
C -5.346 -2.734 3.781 1.887 0.337 -0.394 -0.107
O -4.583 -3.089 4.938 0.849 0.656 0.284 -0.219
C -3.129 -3.058 4.669 -0.833 -2.722 2.095 -0.185
C -2.454 -3.829 5.838 -0.440 1.875 1.999 -0.181
N -2.350 -2.889 7.037 1.046 0.105 -1.882 -0.089
C -1.857 -3.342 8.365 -1.424 0.194 -2.575 -0.172
C -2.963 -4.177 8.986 1.494 -0.653 0.417 -0.256
O -3.549 -3.532 10.061 -1.760 1.145 1.519 -0.182
C -4.505 -2.476 9.781 0.280 -0.972 -1.614 -0.075
H -4.721 -1.979 3.304 -0.460 0.393 -0.535 0.074
H -6.332 -2.302 3.954 0.126 -0.385 0.558 0.086
H -5.359 -3.577 3.090 -0.442 -0.157 -0.037 0.083
H -2.623 -2.092 4.683 -0.579 0.291 -0.867 0.122
H -2.965 -3.801 3.888 0.197 0.915 -1.014 0.116
H -1.442 -4.138 5.576 -0.015 -0.058 -0.183 0.108
H -3.075 -4.697 6.059 0.026 -0.288 -0.041 0.101
H -3.114 -2.230 6.983 -0.056 -0.197 0.649 0.083
H -1.575 -2.485 8.977 -0.212 -0.013 0.054 0.118
H -0.944 -3.900 8.161 -0.019 -0.208 0.145 0.107
H -2.457 -5.068 9.358 -0.344 -0.222 0.648 0.116
H -3.656 -4.557 8.235 -0.327 0.380 -0.129 0.116
H -5.293 -2.829 9.116 -0.271 -0.636 0.012 0.080
H -4.077 -1.707 9.138 0.486 0.484 0.518 0.071
H -5.037 -2.064 10.639 0.821 -0.266 0.360 0.086
C -1.168 -8.960 3.061 -1.357 1.157 -0.397 -0.107
O -2.269 -8.985 4.019 -0.680 0.622 -1.233 -0.206
C -3.677 -9.046 3.492 1.093 -1.462 0.945 -0.148
C -4.261 -10.394 3.882 -0.513 -1.293 0.790 -0.201
N -4.994 -10.379 5.176 -0.840 2.656 -0.830 -0.083
C -5.258 -11.590 5.840 -0.296 -2.898 -1.378 -0.228
C -6.078 -12.628 4.954 0.769 1.319 -0.901 -0.173
O -7.360 -12.098 4.503 3.004 -1.777 -2.029 -0.194
C -8.242 -11.796 5.480 -0.607 0.446 0.812 -0.161
H -0.265 -8.551 3.515 0.035 -1.088 0.734 0.081
H -1.247 -8.187 2.296 -0.991 0.429 -0.194 0.067
H -1.082 -9.849 2.435 0.320 -0.529 0.720 0.082
H -3.764 -8.915 2.413 0.458 0.217 0.062 0.117
H -4.398 -8.413 4.009 0.809 1.162 -0.012 0.113
H -3.483 -11.154 3.959 0.455 -0.101 -0.272 0.115
H -4.951 -10.734 3.109 -0.156 0.019 -0.049 0.113
H -4.634 -9.671 5.799 0.145 -0.058 -0.036 0.112
H -5.873 -11.641 6.739 0.439 1.289 0.353 0.108
H -4.270 -12.009 6.032 -0.004 -1.086 0.549 0.110
H -6.026 -13.621 5.400 -1.138 0.003 0.952 0.111
H -5.534 -12.903 4.050 -0.037 0.756 -0.450 0.102
H -8.417 -12.713 6.043 -0.298 0.293 0.871 0.094
H -9.175 -11.478 5.014 -0.032 -0.020 0.013 0.092
H -7.807 -10.943 6.001 -0.577 -0.037 0.979 0.084
C 1.978 -10.407 -4.017 1.176 1.264 -0.491 -0.087
O 2.277 -9.328 -3.140 -1.165 -0.626 1.451 -0.219
C 3.568 -8.771 -3.186 -0.818 1.252 -0.195 -0.216
C 3.393 -7.328 -3.738 1.176 0.077 -0.645 -0.177
N 4.649 -6.540 -3.881 -1.522 0.076 0.099 -0.076
C 5.530 -7.004 -4.911 1.930 0.360 -0.406 -0.220
C 6.875 -6.151 -4.821 -0.842 -1.979 -0.165 -0.161
O 7.683 -6.792 -3.800 0.208 1.085 -0.794 -0.209
C 8.672 -7.702 -4.286 -0.299 -0.868 1.154 -0.117
H 1.941 -9.878 -4.969 -0.029 -0.921 -0.761 0.086
H 1.028 -10.915 -3.853 0.046 0.439 0.576 0.086
H 2.802 -11.117 -3.948 -0.095 -0.316 -0.391 0.083
H 4.264 -9.397 -3.745 0.098 0.077 -0.091 0.110
H 3.908 -8.628 -2.160 0.256 -0.440 0.137 0.119
H 2.650 -6.792 -3.148 0.293 -0.050 0.427 0.112
H 2.935 -7.340 -4.727 0.082 -0.293 -0.220 0.111
H 5.172 -6.468 -3.019 -0.096 -0.120 0.229 0.104
H 5.130 -6.977 -5.924 -0.502 0.498 0.071 0.115
H 5.790 -8.052 -4.760 0.403 -0.296 -0.058 0.098
H 6.555 -5.127 -4.628 0.425 0.010 0.794 0.110
H 7.462 -6.109 -5.739 -0.236 -0.253 -0.239 0.107
H 8.578 -8.087 -5.302 -0.365 0.548 -0.233 0.086
H 8.568 -8.581 -3.649 -0.086 -0.253 0.006 0.079
H 9.705 -7.410 -4.099 -0.049 0.771 -0.242 0.079
C -4.848 7.708 -9.264 0.779 -1.136 0.078 -0.083
O -3.837 7.481 -10.273 -1.087 0.555 -0.038 -0.199
C -2.766 6.690 -9.819 1.256 1.922 -0.014 -0.218
C -1.705 7.679 -9.264 1.124 -1.914 0.479 -0.167
N -0.587 6.929 -8.595 -1.159 0.320 0.984 -0.075
C 0.375 6.175 -9.371 2.022 0.884 0.281 -0.206
C 1.232 7.125 -10.243 -0.563 1.059 -0.877 -0.189
O 1.796 8.245 -9.481 -0.128 -1.453 0.245 -0.194
C 2.396 9.201 -10.307 -0.148 0.916 -0.687 -0.142
H -5.375 8.659 -9.347 0.096 -0.208 -0.665 0.089
H -4.441 7.691 -8.252 0.467 0.164 0.102 0.075
H -5.488 6.827 -9.286 -0.632 0.276 -0.093 0.082
H -2.235 6.232 -10.653 -0.704 -0.442 -0.297 0.116
H -3.101 5.948 -9.093 0.271 -0.062 0.158 0.117
H -2.159 8.343 -8.529 0.103 -0.088 0.096 0.115
H -1.160 8.281 -9.991 -1.094 0.279 -0.791 0.103
H -0.089 7.708 -8.189 0.543 -0.363 0.482 0.087
H 0.026 5.264 -9.857 -0.521 0.535 -0.598 0.116
H 1.124 5.738 -8.710 -0.206 0.037 0.758 0.108
H 0.542 7.548 -10.973 -0.093 0.385 -0.289 0.099
H 2.022 6.705 -10.867 0.182 -0.571 0.368 0.117
H 3.132 8.843 -11.026 -0.162 -0.699 -0.186 0.084
H 2.958 9.988 -9.803 -0.207 -0.369 0.975 0.084
H 1.623 9.757 -10.838 -0.163 -0.061 -0.437 0.085
C -6.615 3.052 -8.880 -0.930 -0.971 -1.250 -0.158
O -6.532 3.571 -7.625 -0.273 1.599 2.015 -0.191
C -5.432 3.201 -6.812 -0.609 0.226 0.298 -0.170
C -5.250 4.018 -5.502 1.135 0.573 1.422 -0.202
N -6.322 4.556 -4.655 -0.700 0.305 -0.576 -0.071
C -5.853 5.692 -3.812 -1.528 -0.498 0.340 -0.169
C -7.057 6.288 -2.948 0.232 -0.013 -0.359 -0.203
O -8.056 6.882 -3.789 0.258 -0.232 1.004 -0.223
C -9.063 7.617 -3.029 1.167 0.175 -2.774 -0.082
H -7.464 3.510 -9.387 0.218 0.590 -0.039 0.090
H -6.950 2.015 -8.886 0.458 -0.616 0.227 0.084
H -5.725 3.143 -9.504 0.297 0.158 0.082 0.088
H -4.555 3.381 -7.434 0.487 -0.409 0.291 0.115
H -5.551 2.155 -6.531 0.228 -0.267 -0.191 0.115
H -4.498 4.801 -5.602 0.007 0.593 -1.054 0.092
H -4.707 3.447 -4.749 0.267 -1.105 -0.499 0.109
H -7.044 4.887 -5.279 -0.359 0.303 0.136 0.095
H -5.331 6.438 -4.411 -0.524 0.674 -0.311 0.103
H -5.021 5.370 -3.185 -0.364 -0.471 0.546 0.107
H -6.731 6.970 -2.163 0.776 0.919 -0.499 0.102
H -7.598 5.636 -2.262 0.254 -1.363 -0.518 0.108
H -9.618 7.046 -2.285 0.378 0.081 0.181 0.089
H -9.694 7.913 -3.867 -0.704 -0.116 0.385 0.083
H -8.587 8.565 -2.775 -0.144 -0.125 1.128 0.085
C 4.384 7.708 -3.811 1.439 -1.215 1.474 -0.064
O 5.366 7.135 -2.894 0.375 -0.869 0.043 -0.222
C 5.467 5.700 -2.745 -0.813 -0.178 -0.261 -0.209
C 6.545 5.289 -1.692 -0.003 2.306 -1.107 -0.158
N 6.382 6.005 -0.390 -0.293 -1.798 -1.864 -0.044
C 5.642 5.217 0.527 0.470 0.498 3.777 -0.228
C 5.403 6.242 1.697 1.122 -2.370 -0.502 -0.259
O 4.635 7.227 1.146 -1.644 -0.297 -1.069 -0.200
C 4.160 8.093 2.100 0.112 1.171 0.012 -0.111
H 4.546 7.339 -4.824 0.051 0.236 -0.142 0.081
H 4.635 8.758 -3.661 -0.658 0.044 -0.571 0.090
H 3.387 7.420 -3.478 -0.220 0.293 -0.037 0.074
H 5.609 5.178 -3.692 0.980 0.319 -0.517 0.108
H 4.478 5.280 -2.562 -0.472 0.188 1.033 0.101
H 7.484 5.660 -2.103 0.156 0.025 -0.146 0.103
H 6.694 4.210 -1.651 -0.536 -0.016 0.449 0.116
H 5.694 6.732 -0.527 0.498 0.840 -0.750 0.083
H 6.159 4.399 1.028 0.787 -0.151 -0.455 0.113
H 4.701 4.745 0.243 -0.466 0.416 -0.510 0.115
H 6.302 6.697 2.113 0.798 -0.024 -0.582 0.121
H 5.103 5.670 2.574 -1.555 0.190 0.188 0.116
H 3.666 8.939 1.624 -0.100 -0.083 -0.143 0.088
H 5.078 8.479 2.544 -0.350 0.330 1.148 0.095
H 3.443 7.590 2.749 0.214 0.136 0.524 0.095
C 0.158 2.823 8.562 1.289 0.695 -1.410 -0.064
O 0.439 3.762 7.467 -0.315 -0.189 0.990 -0.236
C 0.896 3.129 6.262 -1.230 1.008 0.267 -0.199
C 1.091 4.190 5.152 0.821 0.732 -0.552 -0.188
N -0.030 4.762 4.378 0.228 -1.043 0.002 -0.067
C -1.018 5.441 5.166 -1.072 -1.556 0.836 -0.227
C -0.622 6.585 6.060 -0.617 1.594 -0.165 -0.210
O -1.667 6.913 6.991 0.182 -0.566 1.573 -0.184
C -1.224 7.028 8.344 -0.320 -0.277 0.450 -0.116
H -0.771 2.293 8.352 0.144 -0.210 0.197 0.088
H 0.170 3.297 9.543 -0.524 0.647 -0.370 0.080
H 1.051 2.201 8.627 -0.265 -0.793 -0.138 0.076
H 0.153 2.394 5.952 -0.105 -0.210 -0.219 0.121
H 1.826 2.604 6.480 0.284 0.059 -0.222 0.114
H 1.825 3.752 4.475 -0.306 -0.207 -0.439 0.110
H 1.651 5.049 5.522 0.315 -0.159 0.868 0.101
H 0.197 5.143 3.470 0.305 0.059 0.327 0.105
H -1.342 4.625 5.812 -0.307 0.209 0.656 0.110
H -1.945 5.644 4.629 0.291 0.349 -0.477 0.124
H -0.664 7.535 5.527 1.234 -0.078 -0.738 0.121
H 0.336 6.390 6.542 -0.082 0.170 0.123 0.108
H -0.552 7.845 8.604 0.566 0.229 -0.875 0.079
H -0.780 6.104 8.712 0.165 -0.187 -0.202 0.074
H -2.036 7.258 9.034 -0.674 -0.283 -0.526 0.079
```
Forces are in eV/Å.

Values from the calculation:
**Lowest unoccupied orbital energy**: 0.0071 Eh
**HOMO level**: -0.2922 Eh
**Maximum force**: 4.04 eV/A
**Kohn-Sham gap**: 0.29930 Eh